(1)
DFT (wB97M-V/def2-TZVPD) results for a molecular structure, C3H8NOSe in a non-equilibrium geometry.

Output
lowest unoccupied orbital energy: -0.196 Eh
ΔE to the lowest compared entry with this formula, charge and spin: 187.6 kJ/mol
E_HOMO: -14.22 eV
net charge: +1

Each line ends with the Löwdin charge.
Atoms and positions in Å:
C: 0.024 2.104 -1.455  -0.210
C: -1.072 -0.448 -1.788  -0.278
C: 0.263 -0.223 2.097  -0.396
N: 1.167 -0.904 2.711  0.176
O: -0.075 -0.386 0.926  -0.167
Se: -1.185 1.075 -0.611  1.261
H: 0.655 1.400 -2.145  0.081
H: 0.406 2.952 -1.093  -0.036
H: -1.928 -0.984 -1.426  0.037
H: -1.129 -0.105 -2.782  0.038
H: -0.224 0.643 2.718  0.178
H: 1.734 -0.512 3.471  0.146
H: 1.709 -1.553 2.185  0.124
H: -0.149 -0.960 -1.635  0.046

***

(2)
DFT (wB97M-V/def2-TZVPD) results for 2 unconnected molecules or ions with the total composition C3H8NS in a non-equilibrium geometry.

Output
lowest unoccupied orbital energy: 0.160 Eh
ΔE to the lowest compared entry with this formula, charge and spin: 128.3 kJ/mol
E_HOMO: -2.86 eV
net charge: -1

Each line ends with the Löwdin charge.
Atoms and positions in Å:
S: -1.939 -1.192 0.371  0.056
H: -2.786 -2.070 0.751  -0.488
N: 0.786 -0.167 1.539  -0.068
C: 0.517 0.827 0.498  -0.370
C: -0.021 0.175 -1.862  -0.079
C: 0.936 0.348 -0.920  -0.200
H: 0.083 -0.878 1.480  -0.093
H: 0.750 0.177 2.513  0.053
H: 1.064 1.764 0.689  0.090
H: -0.553 1.074 0.486  0.043
H: 0.203 0.000 -2.968  0.055
H: -1.012 -0.052 -1.533  -0.082
H: 1.973 -0.007 -1.044  0.081

***

(3)
DFT (wB97M-V/def2-TZVPD) results for C3H8NS in the gas phase.

Output
2S+1: 2
lowest unoccupied orbital energy (alpha / beta): 0.038 / -0.069 Eh
ΔE to the lowest compared entry with this formula, charge and spin: 9.7 kJ/mol
E_HOMO (alpha / beta): -8.76 / -8.60 eV

Each line ends with the Löwdin charge.
Atoms and positions in Å:
C: -1.522 -0.329 -0.626  -0.137
N: -0.200 0.016 -1.163  -0.134
C: 0.684 0.680 -0.216  -0.343
C: 1.006 -0.118 1.037  -0.697
S: 2.137 0.692 2.115  0.652
H: -2.297 -0.286 -1.386  0.069
H: -1.817 0.412 0.122  0.079
H: -1.533 -1.296 -0.125  0.071
H: 0.222 -0.827 -1.532  0.096
H: 1.608 0.895 -0.730  0.098
H: 0.210 1.627 0.060  0.109
H: 1.391 -1.115 0.811  0.070
H: 0.113 -0.349 1.634  0.067

***

(4)
DFT (wB97M-V/def2-TZVPD) results for a gas-phase ion, C3H8NS (charge +1) in a non-equilibrium geometry.

Output
lowest unoccupied orbital energy: -0.173 Eh
ΔE to the lowest compared entry with this formula, charge and spin: 106.8 kJ/mol
E_HOMO: -13.10 eV
net charge: +1

Each line ends with the Löwdin charge.
Atoms and positions in Å:
C: -0.796 -0.290 -1.368  -0.561
C: 1.126 0.869 -0.043  -0.039
C: 0.095 -0.241 -0.085  -0.458
N: -0.655 -0.357 1.202  0.207
S: -0.257 -1.265 -2.552  0.818
H: -1.767 0.148 -1.399  0.047
H: 0.622 1.789 0.285  0.094
H: 1.636 0.957 -1.104  0.152
H: 1.890 0.562 0.614  0.070
H: 0.731 -1.051 -0.286  0.082
H: -1.622 -0.869 1.125  0.227
H: -0.761 0.609 1.641  0.198
H: -0.241 -0.862 1.970  0.162

***

(5)
DFT (wB97M-V/def2-TZVPD) results for a gas-phase ion, C3H8NS2 (charge +1) in a non-equilibrium geometry.

Output
lowest unoccupied orbital energy: -0.150 Eh
ΔE to the lowest compared entry with this formula, charge and spin: 257.4 kJ/mol
E_HOMO: -11.92 eV
net charge: +1

Each line ends with the Löwdin charge.
Atoms and positions in Å:
C: 0.603 0.761 -1.260  -0.372
C: -0.379 0.023 -0.594  -0.192
C: -0.587 0.291 0.723  -0.078
N: -1.659 -0.326 1.611  0.196
S: 2.475 -0.098 -1.264  0.342
S: 2.974 -0.910 0.383  0.068
H: 0.592 0.739 -2.346  0.078
H: 0.847 1.674 -0.693  0.093
H: -0.961 -0.695 -1.183  0.137
H: 0.022 1.019 1.239  0.122
H: -1.215 -0.948 2.342  0.197
H: -2.092 0.571 2.039  0.213
H: -2.340 -0.849 1.095  0.150
H: 1.719 -1.252 -2.091  0.048

***

(6)
DFT (wB97M-V/def2-TZVPD) results for 2 unconnected molecules or ions with the total composition C3H8O in a non-equilibrium geometry.

Output
lowest unoccupied orbital energy: 0.030 Eh
ΔE to the lowest compared entry with this formula, charge and spin: 183.2 kJ/mol
E_HOMO: -9.29 eV

Each line ends with the Löwdin charge.
Atoms and positions in Å:
C: 0.894 -1.908 -0.509  -0.076
H: 0.690 -3.037 -0.635  0.046
H: 1.724 -1.800 0.217  0.017
H: 0.050 -1.334 -0.046  -0.016
H: 1.103 -1.344 -1.440  0.019
C: 0.821 1.231 -0.129  0.006
C: -0.559 1.009 -0.071  -0.222
O: -1.234 0.058 0.792  -0.070
H: 1.109 2.018 -0.777  0.032
H: 1.489 0.844 0.651  0.067
H: -1.175 1.597 -0.762  0.102
H: -2.059 0.592 0.709  0.096